Density functional theory data (ωB97M-V/def2-TZVPD) for a molecular structure, C30H48AuP2Te.

Output
Total charge   +1
LUMO level (spin up / spin down)   -3.984 / -4.046 eV
Highest occupied orbital energy (spin up / spin down)   -9.03 / -8.93 eV
2S+1   3

Geometry (Å):
Au 1.848 2.507 0.075
C -0.477 -1.601 3.076
C -1.099 -0.335 3.172
C -2.649 -1.847 2.374
C -1.447 -2.542 2.626
C -2.420 -0.478 2.667
C 0.930 -1.920 3.383
H 1.504 -0.997 3.504
H 1.422 -2.437 2.549
H 1.011 -2.511 4.307
C -1.212 -3.971 2.340
H -0.238 -4.282 2.728
H -1.260 -4.282 1.278
H -1.985 -4.563 2.857
C -3.878 -2.454 1.786
H -4.199 -3.296 2.409
H -3.733 -2.867 0.770
H -4.685 -1.717 1.756
C -3.453 0.599 2.673
H -4.036 0.688 3.609
H -4.169 0.427 1.847
H -2.934 1.560 2.488
C -0.559 0.847 3.856
H -0.745 0.850 4.949
H -1.008 1.738 3.423
H 0.507 0.880 3.667
C 3.907 2.239 -2.268
C 4.356 2.066 -0.987
C 4.799 3.172 -0.145
C 3.888 4.426 -0.065
C 2.398 4.359 -0.339
C 1.691 3.992 -1.538
C 2.367 4.143 -2.903
C 3.756 3.516 -2.990
H 5.784 3.554 -0.429
H 4.284 5.185 -0.726
H 4.970 2.766 0.855
H 4.515 4.260 -2.690
H 3.807 1.365 -2.910
H 4.839 1.110 -0.792
H 3.939 3.309 -4.055
H 1.734 3.674 -3.660
H 0.663 4.343 -1.618
H 2.447 5.197 -3.197
H 3.910 4.767 0.978
H 1.773 4.836 0.412
P 1.556 -0.805 -0.579
P -1.170 1.469 -0.842
C 1.333 0.410 -2.003
C -0.081 1.015 -2.314
H 1.763 -0.065 -2.891
H 2.058 1.227 -1.821
H 0.108 1.970 -2.868
H -0.643 0.339 -2.941
C -2.748 0.596 -1.062
H -3.102 0.435 -0.035
H -2.545 -0.364 -1.565
H -3.370 1.316 -1.635
C -1.794 3.179 -1.153
H -1.985 3.305 -2.234
H -1.113 3.956 -0.812
H -2.716 3.233 -0.576
C 2.758 -2.077 -1.114
H 3.272 -2.440 -0.215
H 3.496 -1.620 -1.790
H 2.224 -2.908 -1.588
C 2.756 -0.068 0.667
H 2.600 -0.538 1.624
H 2.730 1.041 0.898
H 3.787 -0.266 0.335
Te -0.686 -2.275 -0.979
C -2.310 -3.578 -1.310
C -2.110 -4.936 -0.975
C -3.225 -5.769 -0.820
C -4.506 -5.283 -1.098
C -4.691 -3.972 -1.556
C -3.591 -3.110 -1.704
H -1.082 -5.290 -0.802
H -3.080 -6.787 -0.473
H -5.367 -5.932 -0.978
H -5.696 -3.599 -1.801
H -3.697 -2.083 -2.088